{
  "formula": "C20H18HgN5OS",
  "method": "wB97M-V/def2-TZVPD",
  "e_homo_ev": [1.2641, -1.0070],
  "spin_multiplicity": 2,
  "charge": -2,
  "gap_ev": [3.76, 6.01],
  "relative_energy_kcal_mol": 21.0,
  "e_lumo_ev": [5.019, 5.001],
  "symbols": ["Hg", "N", "C", "S", "N", "N", "C", "C", "C", "C", "C", "C", "C", "O", "H", "H", "H", "H", "H", "H", "H", "C", "N", "C", "C", "C", "C", "C", "N", "C", "C", "C", "C", "C", "C", "H", "H", "H", "H", "H", "H", "H", "H", "H", "H", "H"],
  "xyz": [[1.03817, -0.39758, -1.33468], [-2.34858, -0.70562, -4.32988], [-1.44108, -0.42433, -3.27139], [0.13510, -1.18896, -3.48241], [-1.88629, 0.32446, -2.32888], [-1.07449, 0.55657, -1.25166], [-1.56466, 1.42538, -0.37187], [-1.00581, 1.91672, 0.83710], [-1.75119, 3.03296, 1.35977], [-1.37688, 3.78417, 2.43719], [-0.19628, 3.46502, 3.12805], [0.50407, 2.34769, 2.70242], [0.16166, 1.54009, 1.61756], [2.46687, 0.67076, 1.42823], [-1.86555, -0.69481, -5.21912], [-3.08764, -0.01227, -4.31248], [-2.52210, 1.86872, -0.64986], [-2.65758, 3.30582, 0.82787], [-1.99377, 4.62357, 2.74525], [0.14396, 4.04835, 3.97564], [1.39128, 2.05460, 3.25655], [-0.43864, -1.47742, 1.24742], [0.79348, -0.87368, 0.80450], [1.08146, 0.28005, 1.59060], [2.82658, 1.47422, 0.38240], [3.56069, 2.64272, 0.46338], [3.77084, 3.05460, -0.88134], [3.14616, 2.11658, -1.67914], [2.58268, 1.13831, -0.90445], [-0.64354, -2.80672, 0.57056], [-1.43389, -2.90266, -0.57029], [-1.58592, -4.11515, -1.23189], [-0.95616, -5.25487, -0.75218], [-0.16209, -5.17080, 0.38666], [-0.00507, -3.95407, 1.03448], [-1.33785, -0.85971, 1.07967], [-0.38382, -1.64438, 2.34361], [1.07500, -0.04837, 2.64892], [3.86998, 3.13201, 1.37458], [4.29700, 3.93614, -1.22169], [3.05170, 2.08512, -2.75475], [-1.91135, -2.00818, -0.95396], [-2.17752, -4.15452, -2.13871], [-1.06821, -6.20091, -1.27074], [0.34411, -6.05392, 0.76233], [0.63518, -3.87569, 1.90662]],
  "atomic_forces_ev_per_a": [[-0.077, -0.136, 0.096], [0.007, 0.003, -0.014], [-0.001, 0.031, 0.042], [0.029, -0.016, -0.029], [-0.061, -0.008, -0.021], [-0.037, 0.035, 0.001], [0.021, -0.025, -0.003], [0.013, -0.021, -0.022], [-0.005, 0.014, 0.022], [-0.018, -0.010, -0.022], [0.021, 0.002, 0.020], [-0.031, 0.011, -0.008], [0.009, -0.013, 0.013], [-0.005, 0.003, -0.020], [-0.011, -0.010, 0.003], [0.007, 0.001, 0.002], [-0.002, 0.000, 0.007], [0.002, 0.000, -0.003], [0.002, 0.003, 0.000], [0.000, -0.002, 0.001], [0.002, -0.002, 0.001], [0.106, -0.002, 0.000], [0.032, 0.092, -0.013], [-0.001, -0.060, 0.016], [-0.028, -0.032, -0.014], [0.010, -0.001, 0.034], [-0.005, 0.004, -0.019], [0.005, 0.002, 0.023], [0.080, 0.080, -0.033], [-0.046, 0.009, -0.031], [-0.016, -0.012, -0.005], [0.015, 0.010, 0.013], [-0.003, 0.001, -0.006], [-0.005, 0.001, -0.002], [0.017, 0.004, 0.012], [-0.008, 0.010, -0.025], [-0.040, 0.003, -0.006], [0.007, 0.018, 0.007], [0.004, 0.003, -0.003], [-0.001, 0.002, 0.002], [0.002, -0.002, -0.001], [0.012, 0.013, -0.007], [-0.004, -0.009, 0.001], [0.001, -0.001, 0.002], [0.000, -0.001, -0.003], [-0.001, 0.008, -0.004]],
  "lowdin_spin": [0.005, 0.028, 0.085, 0.020, -0.027, 0.211, 0.175, 0.080, 0.067, 0.018, 0.137, 0.003, 0.127, 0.009, 0.005, 0.001, 0.011, 0.002, -0.002, 0.013, -0.003, -0.001, 0.003, 0.016, 0.003, 0.000, 0.000, 0.000, 0.003, 0.000, 0.001, 0.000, 0.000, 0.000, 0.000, 0.001, 0.000, 0.007, 0.000, 0.000, 0.000, 0.000, 0.000, 0.000, 0.000, 0.000]
}